(1)
Molecular formula: C12H12B2CrN3O23
Method: DFT, ωB97M-V with the def2-TZVPD basis set

The geometry in XYZ format:
```
53
Properties=species:S:1:pos:R:3:forces:R:3
Cr 2.07138 -0.08378 -0.15604 1.3 0.3 -1.2
O 1.08008 4.66022 1.09231 -2.0 -2.1 -1.5
C 0.17289 3.95767 0.60353 5.1 1.9 2.6
O -1.00730 4.33659 0.41587 -3.6 -0.2 -1.1
B -1.87439 3.16413 -0.00893 0.0 0.7 0.2
O -0.84672 2.07858 -0.24852 0.3 0.3 0.4
C 0.30303 2.48736 0.22688 2.4 -2.3 -0.5
O 1.37017 1.80629 0.29890 -2.8 2.3 -0.1
O -2.69523 3.44568 -1.21112 3.9 0.5 -0.6
C -3.87127 3.04808 -1.00359 -7.3 -0.6 -1.8
O -4.85373 3.03955 -1.79904 3.8 0.0 2.3
C -4.01808 2.70946 0.47854 -6.5 -1.2 1.7
O -2.85581 2.81828 1.02685 2.1 0.0 0.5
O -5.12562 2.45108 1.04847 5.0 1.2 -2.2
O -6.33845 0.06640 1.45773 2.3 -2.7 0.7
C -5.33747 -0.65421 1.66870 -7.1 3.7 3.1
O -4.41402 -0.83424 0.88937 5.6 -1.1 -4.0
B -3.20540 -1.43786 1.53876 -2.3 -1.0 0.9
O -3.73581 -1.67008 2.95237 2.3 -0.4 -1.2
C -4.97884 -1.29068 3.01922 -2.9 0.3 2.3
O -5.71518 -1.38772 4.00126 1.7 0.1 -2.0
O -2.84338 -2.72141 0.84845 2.0 0.9 -0.5
C -1.62133 -2.56000 0.28090 -0.3 -0.8 -0.6
O -1.02505 -3.33462 -0.45544 -1.2 1.5 1.6
C -1.10911 -1.11816 0.71700 2.6 0.3 -0.9
O -2.02366 -0.57963 1.46056 0.7 0.3 -0.2
O 0.00125 -0.61336 0.39809 -2.9 -1.5 1.2
C 5.22713 0.32249 -0.74857 -1.8 -1.2 0.3
O 3.88643 0.34455 -1.14262 -2.2 -0.3 0.5
H 5.59624 -0.70267 -0.77865 0.5 -0.4 -0.5
H 5.80194 0.94550 -1.43382 0.4 0.3 0.6
H 5.23470 0.49117 0.32828 0.9 1.1 0.2
C 1.24341 -3.48557 -2.53482 -1.5 0.4 0.2
N 2.30696 -3.04776 -1.63869 2.6 -0.4 -1.4
O 3.41145 -3.53272 -1.84345 -0.7 0.0 0.5
O 2.12085 -2.14855 -0.86065 -0.6 0.2 1.1
H 0.45006 -2.75760 -2.36524 0.0 -0.3 -0.4
H 0.87471 -4.45799 -2.20841 0.3 0.0 -0.1
H 1.61368 -3.48195 -3.55999 0.1 -0.1 0.3
C 4.10614 -1.27151 3.80529 -1.0 0.2 1.1
N 3.40132 -0.28238 2.89363 3.4 0.2 0.0
O 2.88384 -0.74089 1.90932 -1.4 -0.9 -0.7
O 3.69478 0.87799 3.04005 -0.8 0.1 0.4
H 4.98367 -1.73048 3.34987 -0.3 0.4 -0.5
H 3.37729 -2.03612 4.07409 0.1 0.0 -0.1
H 4.38866 -0.69800 4.68811 0.0 -0.1 -0.2
C -0.29469 1.39485 -3.67820 1.3 0.1 0.6
N 0.26591 0.05028 -3.29289 0.2 1.2 1.1
O 0.11109 -0.84502 -4.06065 -0.1 -1.2 -0.7
O 0.86123 -0.03242 -2.21619 -0.6 0.0 -1.2
H 0.16061 2.04616 -2.93215 -0.8 0.2 0.0
H -1.38296 1.34063 -3.70660 0.3 0.1 0.1
H 0.17259 1.65437 -4.62815 -0.4 -0.3 -0.1
```
Forces are in eV/Å.

For the HOMO energy (spin up / spin down), the calculation gives -6.06 / -6.26 eV. Its multiplicity is 5. Its total charge is -1. As for the frontier orbital gap (spin up / spin down): 6.98 / 7.14 eV. The value obtained for the LUMO energy (spin up / spin down) is 0.9224 / 0.8754 eV.


(2)
Molecular formula: C5H11NO
Method: DFT, ωB97M-V with the def2-TZVPD basis set

The geometry in XYZ format:
```
18
Properties=species:S:1:pos:R:3:forces:R:3
C -2.52968 0.78028 0.35412 -0.6 -1.3 0.0
C -1.37216 0.89332 1.33739 1.1 -0.2 -1.1
N -0.30243 -0.08933 1.04142 -1.4 0.1 0.1
C 2.04995 -0.36652 0.57936 -1.0 -1.5 -0.4
C 0.82236 0.12783 0.28566 1.9 1.7 2.8
C 0.19236 -0.26461 -1.93596 0.1 -1.0 -1.0
O -0.44002 0.64879 -2.09945 -0.5 0.6 -0.6
H -2.15712 0.80465 -0.66590 -0.1 0.9 0.0
H -3.39056 1.42276 0.55870 0.4 0.4 -0.2
H -2.98106 -0.22638 0.32856 0.3 0.0 0.6
H -1.64141 0.74600 2.38216 -0.2 0.2 0.0
H -0.87892 1.86208 1.22128 -0.3 0.2 0.3
H -0.46402 -0.93756 1.55814 0.8 -0.2 -0.3
H 3.38632 -2.42658 -2.66432 0.0 0.0 -0.1
H 2.82935 -0.34569 -0.16673 0.3 0.4 0.2
H 2.07911 -1.15769 1.32028 0.3 -0.2 0.0
H 0.92264 1.08086 -0.22387 -0.9 -0.2 -0.4
H 3.87530 -2.55220 -3.21085 -0.1 0.0 0.1
```
Forces are in eV/Å.

For the HOMO energy, the calculation gives -7.84 eV. As for the frontier orbital gap: 8.76 eV. The value obtained for the LUMO energy is 0.9217 eV.


(3)
Molecular formula: C5H7NO2
Method: DFT, ωB97M-V with the def2-TZVPD basis set

The geometry in XYZ format:
```
15
Properties=species:S:1:pos:R:3:forces:R:3
C -1.35465 -1.21632 -0.78374 -2.3 0.7 -1.7
C -0.10515 -1.01917 0.07737 -1.5 -1.9 -1.8
O 0.34910 -2.03664 0.57983 0.5 1.7 0.2
C 0.50450 0.37847 0.20820 -2.8 -1.2 0.8
C -0.46539 1.58704 0.42968 5.0 -2.2 1.0
N 1.65561 0.17534 1.09510 1.7 0.9 1.3
C 1.89177 0.45030 -0.18758 1.3 0.3 -2.0
O 2.69014 0.57981 -1.07896 -0.5 -0.1 1.0
H -1.22189 -0.85925 -1.89824 0.2 -0.5 2.1
H -2.22491 -0.50976 -0.41253 1.6 -1.5 -0.6
H -1.74881 -2.32298 -0.88105 1.0 2.3 0.7
H -1.27923 1.35892 0.96695 -2.9 -1.0 2.1
H -0.69943 1.94629 -0.46606 -1.1 1.7 -3.7
H 0.17221 2.26472 0.94579 0.1 1.0 0.5
H 1.83613 -0.77674 1.40522 -0.2 -0.1 0.2
```
Forces are in eV/Å.

For the HOMO energy, the calculation gives -9.91 eV. As for the frontier orbital gap: 10.39 eV. The value obtained for the LUMO energy is 0.4851 eV.


(4)
Molecular formula: C2N2OS
Method: DFT, ωB97M-V with the def2-TZVPD basis set

The geometry in XYZ format:
```
6
Properties=species:S:1:pos:R:3:forces:R:3
C 0.55605 -0.27570 -1.49884 0.7 0.3 1.3
C -1.45927 -0.02857 1.31408 0.9 0.4 -0.7
N 0.04358 -1.04094 -2.17957 -0.2 -0.5 -0.7
N -2.24856 -0.25431 2.12486 -0.4 -0.1 0.3
O 2.13441 0.65029 0.54100 -0.2 -0.5 -0.7
S 0.97378 0.94923 -0.30153 -0.8 0.5 0.5
```
Forces are in eV/Å.

For the HOMO energy (spin up / spin down), the calculation gives -12.74 / -10.84 eV. As for the frontier orbital gap (spin up / spin down): 9.48 / 6.41 eV. The value obtained for the LUMO energy (spin up / spin down) is -3.2574 / -4.4269 eV.


(5)
Molecular formula: C13H31KN7O2PS
Method: DFT, ωB97M-V with the def2-TZVPD basis set

The geometry in XYZ format:
```
56
Properties=species:S:1:pos:R:3:forces:R:3
K 1.52219 -0.40992 0.61988 -0.3 -0.9 0.2
O 3.59707 0.09026 -0.88103 -0.1 -0.1 2.0
S 4.39849 0.06117 0.43309 1.4 0.1 -0.3
N 3.95114 -0.06668 1.84514 -0.6 0.1 -1.8
C -2.52746 -5.91036 0.49744 -0.4 0.7 -0.1
C -2.68358 -4.58603 1.26811 0.4 0.0 -0.4
N -1.47972 -3.78414 1.03996 0.1 0.3 0.7
C -0.81938 -3.67375 -0.16384 -0.2 0.5 -0.9
N -0.02750 -2.65428 -0.35236 -0.5 -1.0 0.2
C 0.65066 -2.55141 -1.64285 0.1 0.0 0.1
C 0.87044 -3.90787 -2.33521 -0.5 0.4 0.0
C -0.48437 -4.59757 -2.43521 -0.4 0.5 0.1
N -1.10220 -4.66372 -1.10181 0.2 -0.4 0.0
C -2.24673 -5.58459 -0.97364 0.3 0.5 0.2
H -3.45383 -6.48297 0.57052 0.1 0.0 0.0
H -1.72408 -6.48716 0.94231 0.2 -0.1 0.0
H -2.79140 -4.75068 2.34767 0.1 -0.1 -0.3
H -3.58495 -4.04753 0.93276 0.1 -0.2 0.0
H -1.32541 -2.98293 1.65645 -0.1 -0.5 -0.6
H 1.62434 -2.08251 -1.46473 0.0 0.0 -0.2
H 0.08362 -1.84301 -2.28046 0.2 -0.4 0.0
H 1.55193 -4.51834 -1.74100 0.0 0.0 0.0
H 1.30144 -3.77354 -3.33111 0.0 0.0 0.1
H -0.41699 -5.60588 -2.85755 0.1 0.0 0.3
H -1.14918 -4.02469 -3.11742 0.3 -0.2 0.2
H -2.03285 -6.48687 -1.56479 0.1 0.2 0.3
H -3.13654 -5.11087 -1.42672 0.1 -0.2 0.1
C 2.06025 2.67147 2.54290 0.0 0.6 -0.6
N 1.74693 3.15051 1.17341 0.1 -0.2 -0.3
C 2.93792 3.54398 0.38855 -0.4 0.1 0.5
P 0.27366 2.75832 0.52782 0.0 -0.9 -0.5
O -0.10910 1.31547 0.44614 0.0 0.6 -0.2
N -0.78904 3.41373 1.58466 -0.5 1.0 0.4
C -0.63499 4.78410 2.08812 -0.7 -0.3 -0.3
C -2.16603 2.88696 1.64576 0.4 0.6 0.1
N 0.20705 3.40339 -1.00176 0.0 0.0 0.2
C 0.04992 2.54643 -2.19525 0.2 0.8 0.3
C 0.24639 4.84678 -1.23489 0.0 -0.4 -0.1
H 2.79083 1.86489 2.50622 0.0 -0.1 0.0
H 1.15690 2.33402 3.04350 -0.1 0.0 0.0
H 2.48272 3.51321 3.09856 0.0 -0.1 0.2
H 3.67706 2.73782 0.37765 -0.1 0.1 0.0
H 3.37922 4.43900 0.85810 0.0 -0.3 -0.2
H 2.66410 3.78652 -0.63938 0.0 -0.1 0.2
H 0.39390 5.12333 2.02885 0.1 -0.1 0.0
H -0.96873 4.80695 3.12439 0.1 0.1 0.1
H -1.26843 5.48520 1.51881 0.1 -0.1 0.1
H -2.17289 1.87250 1.26171 0.0 0.0 0.0
H -2.87462 3.51945 1.08285 0.2 -0.2 0.0
H -2.48687 2.89346 2.69112 0.0 -0.1 0.0
H -0.06310 1.50814 -1.88541 -0.1 0.2 -0.1
H 0.94340 2.64778 -2.82235 -0.1 -0.1 0.0
H -0.81056 2.89917 -2.78711 0.1 -0.3 0.2
H 0.48096 5.40054 -0.32112 0.0 -0.2 -0.1
H -0.72442 5.20124 -1.59901 0.1 0.0 -0.1
H 1.01243 5.08151 -1.98640 -0.1 0.1 0.1
```
Forces are in eV/Å.

For the HOMO energy, the calculation gives -7.48 eV. As for the frontier orbital gap: 7.78 eV. The value obtained for the LUMO energy is 0.2984 eV.


(6)
Molecular formula: C3H5NO2
Method: DFT, ωB97M-V with the def2-TZVPD basis set

The geometry in XYZ format:
```
11
Properties=species:S:1:pos:R:3:forces:R:3
O 2.67949 -0.29250 -0.16992 -0.6 0.5 -0.4
C 1.50105 0.00597 -0.19829 -0.3 -0.1 0.2
N 0.60112 -0.55155 0.75434 0.1 -0.2 0.0
C -0.72330 -0.45288 0.27040 -0.1 0.0 -0.4
C -0.99617 0.90252 -0.16858 0.7 0.2 -0.3
O 0.84964 0.79917 -1.03188 -0.8 0.0 0.4
H 0.89676 -1.44878 1.10742 0.1 0.0 0.0
H -0.78901 -0.70441 -0.81718 0.0 -1.4 0.1
H -1.48361 -1.05391 0.77550 0.0 0.5 0.2
H -0.54957 1.82354 0.13178 -0.1 0.3 0.9
H -1.98640 0.97283 -0.65358 0.9 0.2 -0.6
```
Forces are in eV/Å.

For the HOMO energy, the calculation gives -9.67 eV. As for the frontier orbital gap: 8.80 eV. The value obtained for the LUMO energy is -0.8702 eV.


no.,electronic energy (eV)
1,-93979.1098
2,-8897.7907
3,-10881.1284
4,-17930.7150
5,-64960.9446
6,-8774.5282